Record 1
Below is 2 unconnected molecules or ions with the total composition C2H7NS at a distorted geometry, with properties calculated with ωB97M-V with the def2-TZVPD basis set.

Calculated values
ΔE to the lowest compared entry with this formula, charge and spin	203.1	kJ/mol
HOMO	-8.9	eV
total charge	0
DFT total energy	-533.253113	hartree

Geometry (Å):
C  -0.21307  0.34559  0.34630
C  0.72205  -0.44645  -0.57063
S  2.45804  -0.31263  0.02698
N  -1.63605  -0.06506  0.16440
H  -0.14404  1.42815  0.13202
H  -0.04009  0.06140  1.36381
H  0.67106  -0.06176  -1.59598
H  0.51480  -1.54523  -0.52533
H  1.79257  1.21171  0.84079
H  -2.32095  0.45408  -0.37662
H  -1.80432  -1.06982  0.19427



Record 2
Below is a molecular structure, C4H6OPm at a distorted geometry, with properties calculated with ωB97M-V with the def2-TZVPD basis set.

Calculated values
<S²>	8.760
HOMO (alpha / beta)	-5.7 / -5.8	eV
total charge	0
DFT total energy	-839.382964	hartree
multiplicity	6

Geometry (Å):
O  -1.34515  -0.51252  1.82801
C  -1.05439  0.76038  1.66712
C  -0.05921  1.25045  0.82418
H  -1.83893  1.47069  1.98555
H  0.94204  0.83546  1.00307
H  -0.12499  2.29202  0.49703
Pm  -1.11423  -2.53206  0.58465
C  0.12982  -0.60705  -1.12050
C  1.34346  -0.82504  -1.65619
H  -0.61027  -0.20768  -1.83730
H  2.19080  -1.15182  -1.03953
H  1.54105  -0.77282  -2.73609



Record 3
Below is a molecular structure, C2HBr2FO at a distorted geometry, with properties calculated with ωB97M-V with the def2-TZVPD basis set.

Calculated values
ΔE to the lowest compared entry with this formula, charge and spin	358.8	kJ/mol
HOMO (alpha / beta)	-8.6 / -9.0	eV
total charge	0
DFT total energy	-5399.790737	hartree

Geometry (Å):
C  1.43633  0.70813  0.07840
C  -0.79901  -0.74639  -0.00324
O  2.18744  0.46271  -0.77271
F  -0.88166  -1.91628  -0.62253
Br  -1.33767  -0.81233  1.73584
Br  -1.89296  0.68868  -0.99816
H  1.28754  1.61547  0.58240



Record 4
Below is a molecular structure, C3H11N3O at a distorted geometry, with properties calculated with ωB97M-V with the def2-TZVPD basis set.

Calculated values
ΔE to the lowest compared entry with this formula, charge and spin	329.7	kJ/mol
HOMO	-8.2	eV
total charge	0
DFT total energy	-360.311834	hartree

Geometry (Å):
N  0.01923  -2.24599  0.63090
C  0.16800  -0.69655  2.01965
O  0.46788  0.47216  1.68137
H  0.97065  -2.53764  0.76280
H  -0.75978  -2.71852  1.05672
H  -0.87391  -0.90872  2.28204
H  0.93247  -1.35405  2.41625
C  0.22700  2.47916  -0.55446
N  -0.41205  -0.94963  -1.53107
C  -0.31867  0.35132  -1.53728
N  0.01666  1.04439  -0.46727
H  -0.12534  2.85057  -1.52060
H  1.28339  2.73513  -0.44925
H  -0.32809  2.99241  0.23005
H  -0.30522  -1.65902  -0.60421
H  -0.56755  -1.36895  -2.43605
H  -0.51967  0.90515  -2.45027
H  0.12500  0.60878  0.47067



Record 5
Below is 2 unconnected molecules or ions with the total composition C3H8O at a distorted geometry, with properties calculated with ωB97M-V with the def2-TZVPD basis set.

Calculated values
ΔE to the lowest compared entry with this formula, charge and spin	149.5	kJ/mol
HOMO	-10.2	eV
total charge	0
DFT total energy	-194.279016	hartree

Geometry (Å):
C  2.01748  -1.77107  -0.59405
O  1.52027  -2.45909  0.26373
H  3.06513  -1.45345  -0.46642
H  1.46658  -1.03849  -1.18173
C  -0.50748  0.60719  0.77092
C  -1.51185  1.03705  -0.34843
H  -0.48525  -0.46590  1.02894
H  -0.93225  1.00882  1.68692
H  0.50910  0.97113  0.63953
H  -1.96067  1.90699  0.13101
H  -0.98228  1.38595  -1.25256
H  -2.19879  0.27086  -0.67786



Record 6
Below is a molecular structure, C3H6LiMnO5 at a distorted geometry, with properties calculated with ωB97M-V with the def2-TZVPD basis set.

Calculated values
ΔE to the lowest compared entry with this formula, charge and spin	234.0	kJ/mol
<S²>	12.003
HOMO (alpha / beta)	-6.5 / -9.1	eV
total charge	0
DFT total energy	-1652.552693	hartree
multiplicity	7

Geometry (Å):
H  -3.26347  -0.66861  0.25353
C  -2.38064  -0.26310  -0.27922
C  -1.16528  -0.74583  0.49474
O  -0.16944  -1.33117  -0.31486
Li  -3.39829  2.39739  -0.28448
O  -2.22915  1.10446  -0.50631
H  -2.44937  -0.78408  -1.25488
H  -1.39985  -1.35347  1.38150
H  -0.84729  0.13149  1.08344
C  1.63101  -0.11130  -0.04099
O  1.96988  0.64737  0.89799
O  2.44223  -1.13049  -0.45128
H  2.40387  -1.81432  0.22728
Mn  0.15087  2.12736  -0.61626
O  1.09826  0.50636  -1.11962
H  0.12657  -0.63618  -1.30614



Record 7
Below is C4H7NOS in the gas phase at a distorted geometry, with properties calculated with ωB97M-V with the def2-TZVPD basis set.

Calculated values
ΔE to the lowest compared entry with this formula, charge and spin	190.0	kJ/mol
HOMO	-9.1	eV
total charge	0
DFT total energy	-684.734697	hartree

Geometry (Å):
O  -0.04120  -1.30414  1.75791
C  0.15120  -0.82259  0.61665
C  1.19527  -1.50955  -0.30637
S  1.59631  -0.45244  -1.68325
N  -0.66715  0.11343  -0.01254
C  -1.51175  1.03744  0.77103
C  -0.34931  1.57435  -0.03680
H  2.09922  -1.76283  0.29196
H  0.84242  -2.45731  -0.64183
H  0.53990  -0.65749  -2.48142
H  -1.34139  1.09682  1.89965
H  -2.58111  1.26708  0.37077
H  -0.40097  1.95384  -1.08856
H  0.46856  1.92338  0.54280



Record 8
Below is C5H6OS2 in the gas phase at a distorted geometry, with properties calculated with ωB97M-V with the def2-TZVPD basis set.

Calculated values
ΔE to the lowest compared entry with this formula, charge and spin	216.0	kJ/mol
HOMO	-8.7	eV
total charge	0
DFT total energy	-1065.646459	hartree

Geometry (Å):
O  2.53458  -0.64517  0.09463
C  1.16629  -0.34422  0.02094
C  0.51286  -0.08815  1.31187
C  -0.86520  0.33390  0.94613
S  -0.49288  1.70453  -0.21507
C  0.44915  0.52316  -1.02223
C  0.05734  -0.91676  -0.87531
S  -1.54871  -1.17997  -0.09107
H  2.93304  0.34103  0.16213
H  0.65568  -1.07918  1.79786
H  1.03150  0.67013  1.79467
H  -1.54997  0.56526  1.89850
H  1.19546  0.65502  -1.89818
H  0.20037  -1.43133  -1.90221



Number 1: molecular weight 77.152 g/mol. Number 2: molecular weight 215.091 g/mol. Number 3: molecular weight 219.835 g/mol. Number 4: molecular weight 105.141 g/mol. Number 5: molecular weight 60.096 g/mol. Number 6: molecular weight 183.955 g/mol. Number 7: molecular weight 117.173 g/mol. Number 8: molecular weight 146.236 g/mol.